(1)
An isolated molecule of C4H8N2OS, computed with ωB97M-V/def2-TZVPD.

```
! RIJCOSX wB97M-V def2-TZVPD def2/J DEFGRID3
* xyz 0 1
H -2.4151 -2.2224 0.3786
S -0.2201 1.9775 -0.6059
H -2.3321 -0.5404 -0.3810
H 2.9295 -0.8454 1.3633
C -0.3942 0.6561 0.2238
H 3.5721 -0.5408 -0.2586
C 0.2074 -0.7089 -0.1269
O -0.9581 0.7803 1.4599
H -1.2519 -0.2369 1.7839
H -2.0919 -1.9082 -1.5091
C -1.9866 -1.5499 -0.3546
C 2.6247 -0.4168 0.3474
N 1.4920 -0.9151 -0.4257
H 2.5359 0.7171 0.4154
H 1.5619 -1.8652 -0.6278
N -0.6389 -1.7025 -0.1010
*
```

Output
SMILES: C/N=C(/NC)C(O)=S
HOMO-LUMO gap: 8.631 eV
ΔE to the lowest compared entry with this formula, charge and spin: 61.3 kcal per mole

---

(2)
An isolated molecule of C4H8N2OS, computed with ωB97M-V/def2-TZVPD.

```
! RIJCOSX wB97M-V def2-TZVPD def2/J DEFGRID3
* xyz 0 1
H -1.0331 2.2132 0.4974
H -1.6043 -2.0479 -0.5520
H -0.7672 -1.9340 -1.9226
C -0.9448 0.3918 -0.6764
H 1.0044 -1.7009 0.9476
H 2.0006 0.5084 1.7941
O 0.9339 1.5585 0.4834
S -2.4008 0.3963 -1.3530
C -0.2895 1.6975 -0.1771
N -0.2110 -0.7095 -0.4577
C 1.0111 0.4230 1.2677
H 0.2130 0.4038 2.0622
N -0.6299 -2.0033 -0.9123
H -0.1083 2.4060 -1.0568
H 1.8629 -0.8179 -0.3197
C 0.9629 -0.7852 0.3752
*
```

Output
SMILES: NN1CCOCC1=S
HOMO-LUMO gap: 9.396 eV
ΔE to the lowest compared entry with this formula, charge and spin: 36.5 kcal per mole

---

(3)
An isolated molecule of C4H8N2OS, computed with ωB97M-V/def2-TZVPD.

```
! RIJCOSX wB97M-V def2-TZVPD def2/J DEFGRID3
* xyz 0 1
C -0.0533 -1.6639 -0.7315
N 0.0878 -0.3389 1.5677
C 0.6487 0.7503 1.1260
H -2.6198 -0.6796 -1.5753
C -1.9662 0.0293 -0.9456
N 1.3685 1.6352 1.8703
H -0.2742 -0.1797 -2.2177
H -2.2249 1.0179 -1.2519
H 0.1468 -0.4035 2.6006
S 0.6428 1.0401 -0.5891
H 1.0621 -1.8750 -0.6123
H -2.2449 -0.1332 0.1048
H 1.8318 1.4380 2.7448
O -0.8545 -2.5827 -0.6945
C -0.4742 -0.2384 -1.1536
H 1.7494 2.4974 1.3497
*
```

Output
SMILES: [H]/N=C(\N)S[C@H](C)C=O
HOMO-LUMO gap: 9.567 eV
ΔE to the lowest compared entry with this formula, charge and spin: 17.0 kcal per mole

---

| no. | energy (eV) | strongest force on any atom (hartree/bohr) |
| --- | --- | --- |
| 1 | -20138.1780 | 0.098 |
| 2 | -20139.2536 | 0.044 |
| 3 | -20140.0956 | 0.071 |